No. 1
67
Properties=species:S:1:pos:R:3:forces:R:3:lowdin_charge:R:1 method="wB97M-V/def2-TZVPD" charge=+1 relative_energy_kcal_mol=0.0 multiplicity=5 homo_lumo_gap_ev="7.4594 / 8.1150" e_lumo_ev="-2.96 / -2.30"
H -19.79518 10.81195 -7.42160 0.2 -0.2 -0.1 0.11
Cl -15.52597 6.08896 -0.89075 -1.3 -0.2 1.1 0.60
H -17.04496 4.83333 0.53165 0.8 0.2 0.2 0.03
C -16.64353 5.85529 0.56307 0.3 -0.1 -0.4 -0.87
C -13.82653 5.93990 -3.13263 2.1 0.2 -0.1 -0.22
C -17.81404 12.48944 -5.26915 -0.9 2.0 0.8 -0.04
H -17.80555 13.50311 -4.80625 0.7 -0.8 -0.6 0.13
C -21.57714 0.68896 -2.90326 0.2 0.5 -0.7 -0.02
C -18.02742 3.66724 -4.53868 -1.6 -2.1 -0.3 -0.52
H -22.65370 0.99931 -3.03892 1.2 -0.8 0.3 0.13
C -17.14843 11.44463 -4.70020 0.4 -1.2 1.4 -0.05
C -19.01235 10.93536 -6.67994 -0.6 1.6 -0.4 -0.02
C -20.70282 1.62647 -2.39432 0.3 -0.3 0.9 -0.08
H -22.71233 -0.68515 -4.43887 0.9 -1.0 -0.5 0.11
O -19.07954 3.58089 -0.99636 0.2 -0.4 0.4 -0.38
C -17.49470 2.38241 -6.37291 0.3 -0.7 0.7 -0.11
C -12.17922 7.52052 -3.71203 0.1 -0.1 -0.1 -0.13
C -17.39949 3.46059 -7.22965 -0.5 1.5 0.6 -0.03
N -21.79798 -1.17193 -4.35892 -1.4 -0.2 -1.1 0.10
O -16.99134 2.39926 -1.72589 -1.4 0.4 -0.3 -0.31
N -14.78101 6.78902 -3.50271 -0.5 0.2 -0.6 -0.02
H -18.56664 8.83126 -6.44496 0.0 0.6 0.1 0.12
H -21.34361 -1.43504 -5.24170 -0.7 0.0 0.6 0.12
C -20.81837 8.01683 -2.95613 -0.2 -3.0 0.3 -0.12
C -21.00014 -0.44206 -3.55426 0.8 0.8 1.2 -0.32
N -20.01285 6.90922 -2.70745 -1.7 0.8 0.5 -0.10
N -18.02876 4.76027 -5.29569 1.1 1.7 -0.1 0.00
N -20.82200 6.03350 -2.01012 0.4 1.2 -0.4 0.00
H -11.57761 5.64990 -2.90328 -1.2 0.1 -0.2 0.12
Cl -18.06790 6.86851 0.43447 -0.1 0.4 -0.3 0.58
H -22.79483 5.99791 -1.23566 0.4 0.3 -0.5 0.14
H -16.42084 11.57310 -3.84415 -1.0 0.0 -1.2 0.15
H -19.13976 -1.63766 -3.79852 -0.4 -0.7 -0.4 0.11
O -17.39196 8.64549 -2.80975 0.0 -0.5 -0.9 -0.45
C -18.76803 12.28743 -6.26392 0.3 -1.9 -0.9 -0.31
H -21.02880 2.51867 -1.83485 0.0 -0.5 -0.7 0.11
H -16.04539 6.19060 1.41840 -0.3 -0.6 -0.2 0.05
H -20.43978 8.78284 -3.57639 0.4 0.8 -0.3 0.10
S -18.37825 2.77318 -1.99327 1.3 0.9 -0.7 0.62
N -19.35498 13.30281 -6.97827 -1.7 0.5 -0.2 0.10
H -20.12081 12.98105 -7.60379 0.9 0.4 0.7 0.11
C -12.44969 6.26731 -3.19631 -0.8 -0.6 0.1 -0.03
N -17.77481 2.45767 -5.06881 0.4 -0.3 0.0 0.15
N -15.31266 9.03019 -4.16646 0.9 -1.1 -0.6 -0.09
H -17.69029 0.11270 -3.11584 0.2 -0.1 0.5 0.12
Pm -17.61380 6.20949 -3.15765 -0.3 -0.2 0.0 1.74
S -16.81579 8.79394 -4.19806 0.5 1.7 0.4 0.60
H -19.64056 14.15872 -6.47936 0.5 -0.7 -0.3 0.12
C -19.61783 -0.76970 -3.39900 -0.4 1.3 -0.1 -0.01
C -17.48090 10.13712 -5.09763 0.8 0.2 0.7 -0.30
N -13.10245 8.41335 -4.01831 -0.6 -0.3 -0.6 0.14
H -11.14404 7.77086 -3.90121 0.1 0.4 0.1 0.12
C -19.32075 1.39710 -2.46175 0.0 -0.1 0.5 -0.33
N -18.50939 3.85438 -3.25041 1.5 0.7 -0.7 -0.24
C -14.38235 8.01279 -3.94609 -0.4 1.4 1.2 -0.41
C -18.36863 9.86275 -6.13432 -0.1 -0.2 0.6 -0.06
H -17.24929 1.38982 -6.75179 -0.2 0.0 0.2 0.12
I -23.92644 8.75730 -2.65861 0.0 0.4 -0.1 0.92
H -17.16909 3.36436 -8.29420 0.0 0.1 0.6 0.11
O -17.31534 7.62045 -4.95081 -0.1 -1.5 -0.4 -0.50
C -17.64550 4.69047 -6.58775 0.5 -0.8 -0.1 -0.08
C -22.04499 6.53910 -1.82792 -0.3 0.0 -0.4 -0.14
H -20.45096 5.13905 -1.67638 0.1 0.2 0.0 0.11
C -18.74866 0.19912 -2.93569 -1.2 1.1 -0.1 -0.05
H -17.43142 5.63050 -7.09054 -0.5 0.0 0.1 0.12
H -14.15791 4.99396 -2.74264 0.0 -0.4 -0.1 0.08
C -22.13890 7.77170 -2.51330 1.4 -1.2 1.0 -0.77

***

No. 2
53
Properties=species:S:1:pos:R:3:forces:R:3:lowdin_charge:R:1 method="wB97M-V/def2-TZVPD" charge=+2 relative_energy_kcal_mol=0.0 multiplicity=4 homo_lumo_gap_ev="6.7891 / 6.9398" e_lumo_ev="-7.70 / -7.54"
C -4.70024 -0.07418 0.83527 0.3 -0.2 0.1 -0.04
C 0.09140 1.90960 -1.23018 0.6 0.7 0.3 -0.40
C -0.06073 4.29215 -0.78580 0.3 0.0 -0.1 -0.05
C -1.23358 -1.65830 -3.03417 0.5 0.4 -0.3 -0.16
H -1.40093 -2.35502 -2.18876 -0.1 0.3 -0.4 0.08
H 1.89371 1.26865 -2.24430 0.0 0.1 0.0 0.10
H 1.61593 5.48876 -1.44368 -0.1 -0.3 0.0 0.12
N 3.48399 -3.55072 5.62996 0.2 0.7 -0.6 0.18
H -1.50842 4.20472 3.20824 0.2 0.2 -0.1 0.01
C 1.90828 3.39137 -1.87616 0.0 0.0 -0.1 -0.06
C -1.38016 -2.11053 -4.35010 -0.2 -0.3 0.0 -0.06
Nd 1.10222 -2.17402 -0.58434 -0.2 -0.5 -1.3 1.50
H -5.70152 -0.23614 1.24363 0.4 0.1 -0.1 0.12
H -1.61046 -3.16140 -4.52147 0.0 0.2 0.0 0.12
C -0.82070 0.58988 -3.89614 0.1 -0.3 0.0 -0.06
C 3.82091 -2.32920 5.09343 0.8 0.2 1.6 -0.45
C -2.13860 0.27745 -0.25373 -0.3 -0.3 0.3 -0.39
C 1.54492 -2.48081 2.06196 0.5 1.5 -0.2 -0.22
H 3.18159 -4.30941 5.03422 0.1 0.1 0.2 0.11
C 3.43787 -0.81185 3.11854 0.1 0.1 0.3 0.06
H -3.11795 1.54415 -1.70673 -0.1 -0.1 0.1 0.12
H -0.97819 4.64971 2.91783 -0.2 -0.2 0.1 0.00
C 1.35711 2.11552 -1.81898 -0.4 0.1 0.3 -0.12
H -0.89147 0.80487 -6.03526 0.0 -0.1 0.1 0.12
H -1.55032 2.85889 -0.19435 0.2 0.1 -0.1 0.10
O 4.62157 -1.55741 5.61320 -1.3 -0.9 -1.1 0.11
H -1.44300 -0.93004 1.40633 -0.2 0.0 -0.1 0.07
H -1.40096 -1.59831 -6.46324 0.1 0.1 0.5 0.13
C -4.52056 0.76760 -0.26501 0.3 0.1 0.1 -0.04
H 3.06309 0.43209 1.37791 -0.1 -0.3 0.1 0.14
P -0.52748 0.22837 -1.08934 -0.9 0.5 -0.4 0.95
C -0.93100 -0.29627 -2.81308 0.3 0.0 0.2 -0.39
H -5.37154 1.30803 -0.68778 0.3 -0.3 0.1 0.12
H -0.59890 1.64480 -3.71416 -0.1 -0.4 -0.1 0.11
C 2.00592 -2.72775 3.34162 -0.2 -0.5 -0.2 0.03
C 2.83262 -0.48485 1.92172 -0.9 -1.2 -0.3 -0.03
C 1.19193 4.48677 -1.37532 -0.1 -0.2 0.0 -0.04
C -3.24763 0.92033 -0.82523 -0.1 -0.1 0.2 -0.08
H 0.87455 -3.23842 1.56625 0.4 0.7 0.6 0.07
C -3.59505 -0.72016 1.41656 -0.2 0.3 0.0 -0.06
C -0.98121 0.11537 -5.20057 -0.2 -0.2 0.1 -0.03
C -1.26443 -1.23649 -5.43732 0.1 0.2 0.3 -0.03
H -3.73567 -1.39189 2.26682 0.0 0.3 -0.2 0.12
N 1.92258 -1.35394 1.35156 0.6 -0.5 1.7 -0.19
C -0.58937 3.00545 -0.68116 -0.1 -0.1 -0.2 -0.07
H 1.55965 -3.56215 3.88300 0.3 0.2 -0.1 0.14
H 4.03033 -3.80102 6.43631 0.1 -0.2 0.2 0.13
C -2.31496 -0.49524 0.90987 -0.2 -0.1 -0.5 -0.12
Cl 2.53681 -4.23290 -0.52774 -0.2 0.3 -0.2 -0.10
H 4.21535 -0.15426 3.50061 -0.1 -0.2 0.1 0.15
C 3.05633 -1.95514 3.84735 -0.2 0.5 -1.0 -0.05
H -0.62617 5.14760 -0.40908 0.2 -0.3 -0.1 0.12
H 2.89256 3.53569 -2.32903 -0.4 0.0 0.2 0.12

***

No. 3
60
Properties=species:S:1:pos:R:3:forces:R:3:lowdin_charge:R:1 method="wB97M-V/def2-TZVPD" charge=-1 relative_energy_kcal_mol=2.9 homo_lumo_gap_ev=6.7903 e_lumo_ev=2.57
H 2.08305 3.73544 1.10559 0.0 0.0 0.0 0.03
H 0.17918 -2.81047 1.82854 0.0 0.0 0.0 0.09
Se 0.49432 -1.71097 -1.83509 0.1 -0.3 0.0 0.81
C -1.28622 2.93636 -4.18919 0.0 0.0 0.0 -0.15
F -2.42413 3.43178 -2.22497 0.0 0.0 0.0 0.08
H 1.64226 -2.94496 2.80914 0.0 0.0 0.0 0.08
H 3.51726 0.08673 -1.15250 0.0 0.0 0.0 0.09
C -2.76486 0.54816 -0.76547 -0.2 0.1 -0.2 -0.34
C 2.73908 0.42840 0.79572 0.1 0.1 0.0 -0.23
F -0.12514 2.46300 -6.18750 0.0 0.0 0.0 0.11
C 2.25873 -0.86398 1.19099 0.0 -0.1 0.2 -0.25
O 0.93102 -0.05384 -1.67789 0.0 0.0 0.2 -0.57
F 2.17421 2.09707 -4.77967 0.0 0.0 0.0 0.11
H -4.38378 0.06522 -3.69836 0.0 0.0 0.0 0.10
H 2.35823 -2.98298 0.81860 0.0 0.0 0.0 0.08
C 2.16243 1.58242 1.29574 0.2 0.0 0.3 -0.28
F -2.41252 3.14367 -4.88813 0.0 0.0 0.0 0.10
C 1.21273 -0.97125 2.10237 0.2 -0.1 0.1 -0.24
H -1.37485 0.94320 3.24294 0.0 0.0 0.0 0.07
H 4.68116 -0.20737 0.14097 0.0 0.0 0.0 0.09
C -4.22747 0.35544 -2.66659 -0.1 0.0 0.0 -0.08
C -1.27856 3.07320 -2.81239 0.1 0.0 0.0 -0.25
C 0.95981 1.47568 2.10062 0.1 -0.1 -0.1 -0.34
C 1.02576 2.54514 -2.76193 0.0 0.1 0.1 -0.26
H 3.16934 -2.03094 -0.37398 0.0 0.0 0.0 0.06
C -5.27235 0.90606 -1.93249 0.0 0.0 0.0 -0.11
H 4.28991 1.44390 -0.33137 0.0 0.0 0.0 0.07
C 0.77592 -2.31929 2.60027 0.0 0.0 0.0 -0.03
C 0.49003 0.18612 2.48595 0.0 0.0 -0.2 -0.30
N -1.52161 0.40580 -0.20756 0.4 -0.1 0.3 -0.20
S -0.14551 2.93634 -0.30137 0.2 -0.3 0.0 0.74
C 2.96522 -2.09338 0.69141 0.0 0.0 0.0 -0.05
C -0.13252 2.85628 -2.05096 0.0 0.0 -0.2 -0.50
Mo 0.15209 0.40591 0.16857 -1.1 0.8 -0.3 1.45
H 0.19190 -2.24251 3.51403 0.0 0.0 0.0 0.07
H -1.31221 -0.80322 3.12314 0.0 0.0 0.0 0.08
C -0.72777 0.07929 3.37177 0.0 0.0 0.0 -0.05
C 0.37429 2.68600 2.79518 -0.1 0.0 0.0 -0.08
H -3.63044 1.39238 0.99897 0.0 0.0 0.0 0.10
H -2.16997 -0.29527 -2.64388 0.0 0.0 0.0 0.09
H -0.44580 0.02126 4.42806 0.0 0.0 0.0 0.09
O 1.80769 -2.59016 -2.14217 0.1 0.0 0.0 -0.46
C -2.98173 0.16828 -2.09626 0.1 0.0 0.1 -0.02
H -0.60228 2.95811 2.39238 0.0 0.0 0.0 0.06
H -6.24394 1.04876 -2.38863 0.0 0.0 0.0 0.09
C -3.81691 1.09347 -0.02521 0.1 0.0 0.1 -0.04
F 2.18998 2.40218 -2.11333 -0.1 0.0 -0.1 0.07
O -0.67440 -1.87015 -2.92377 -0.1 0.1 -0.1 -0.46
C 1.03930 2.39945 -4.13417 0.0 0.0 0.0 -0.14
C 3.87711 0.45242 -0.18690 0.0 0.0 0.0 -0.02
H 1.01750 3.55332 2.70194 0.0 0.0 0.0 0.07
C -0.12664 2.58779 -4.85403 0.0 0.0 0.0 -0.14
C 2.79936 2.92613 1.04574 0.0 0.0 0.0 -0.08
C -5.06037 1.26801 -0.60887 0.0 0.0 0.0 -0.11
H -5.86776 1.69870 -0.02858 0.0 0.0 0.0 0.09
H 3.91346 -2.23057 1.22444 0.0 0.0 0.0 0.09
H 0.25868 2.47888 3.86048 0.0 0.0 0.0 0.08
O -0.04386 -1.90064 -0.26829 0.1 0.0 0.1 -0.53
H 3.60045 3.09549 1.77332 0.0 0.0 0.0 0.10
H 3.22203 2.98266 0.04811 0.0 0.0 0.0 0.06

***

No. 4
56
Properties=species:S:1:pos:R:3:forces:R:3:lowdin_charge:R:1 method="wB97M-V/def2-TZVPD" charge=+2 relative_energy_kcal_mol=0.0 homo_lumo_gap_ev=7.0930 e_lumo_ev=-7.12
N -2.85320 -1.37039 -1.19920 0.0 -0.1 0.0 0.05
C -2.42647 -1.81213 2.99237 0.1 0.1 0.0 0.02
H 0.62480 3.45809 -2.86356 0.0 0.0 0.0 0.12
C -2.03063 -3.12278 3.07327 0.1 0.0 -0.1 -0.02
H 3.02055 2.42824 4.17374 0.0 0.0 0.0 0.14
C 1.58382 1.23401 1.91520 -0.1 -0.1 -0.2 -0.36
C 1.57921 0.20880 -2.78495 -0.1 -0.2 -0.1 -0.52
H -4.55289 -3.21814 -1.91096 0.0 0.0 0.0 0.09
H -5.12502 0.77454 -1.99351 0.0 0.0 0.0 0.13
H -0.56508 -4.56416 2.37019 0.0 0.0 0.0 0.12
H -2.69310 2.72694 -2.02855 0.0 0.0 0.0 0.10
C 2.33022 1.25051 -4.80538 0.0 0.1 0.0 -0.04
C 3.69235 0.31524 1.58392 -0.1 0.1 0.1 -0.09
N -0.76465 -1.37752 1.32802 0.1 -0.1 -0.2 -0.05
H -5.89106 -2.24496 -1.29225 0.0 0.0 0.0 0.10
C 5.02540 0.03940 1.78472 0.0 0.0 0.0 0.03
H 1.80864 3.31616 -5.02841 0.0 0.0 0.0 0.13
C -4.10393 -1.14220 -1.64211 0.0 0.0 0.0 -0.27
C -5.04249 -2.24712 -1.97562 0.0 0.0 0.0 0.00
N -2.03330 0.39800 2.04315 0.3 0.4 -0.1 0.15
C -3.03524 0.76676 -1.24591 0.1 -0.1 0.0 -0.32
C 0.99305 1.40585 -2.37192 -0.2 0.0 0.0 -0.16
C -0.34906 -2.65989 1.45842 0.1 0.0 -0.2 -0.13
C 2.73132 -0.14402 0.57376 -0.8 0.2 -0.3 -0.38
O 2.97652 -0.96522 -0.39099 -0.3 -0.1 0.2 -0.25
H -2.54011 -3.80706 3.73814 0.0 0.0 0.0 0.13
H -2.78086 0.71898 2.64158 0.0 0.0 -0.1 0.12
H -1.23085 1.03404 2.07688 -0.1 -0.1 0.2 0.06
O 0.61341 1.83240 2.30589 0.1 -0.1 0.0 0.11
C 1.74224 2.44045 -4.39682 0.0 0.0 0.0 -0.02
H 2.85078 1.19932 -5.75158 0.0 0.0 0.0 0.13
H -5.42786 -2.12565 -2.98661 0.0 0.0 0.0 0.10
Te 1.28148 -1.43218 -1.55212 0.3 0.6 0.2 1.66
H 2.69636 -0.80799 -4.32552 0.0 0.0 0.0 0.11
N -2.18374 -0.22038 -0.95358 0.2 -0.1 -0.2 -0.11
H 0.50327 1.54377 -1.39783 0.0 -0.1 0.0 0.05
H -1.67147 2.31926 -0.64407 0.0 0.0 0.0 0.05
C -1.73452 -0.93623 2.14496 -0.1 -0.1 0.0 -0.36
C 2.24801 0.12299 -4.00213 -0.1 -0.1 0.1 -0.10
C -0.93784 -3.55260 2.30916 -0.1 0.0 0.1 -0.04
H 0.48347 -2.96797 0.83863 0.0 0.0 0.0 0.08
C 1.06973 2.52414 -3.17838 0.1 0.0 -0.1 -0.04
Ru -0.25029 -0.05011 -0.15427 -0.2 -0.3 0.1 0.81
N 1.52472 0.39343 0.76429 0.6 -0.2 0.3 -0.04
C -4.24924 0.22932 -1.68591 0.0 0.0 0.0 0.04
H 6.68050 0.46532 3.07930 0.0 0.0 0.0 0.12
C 5.63345 0.65145 2.88325 0.0 0.0 0.0 -0.02
C 3.56924 1.76922 3.51511 0.0 0.0 -0.1 0.04
C -2.66778 2.20117 -1.07380 0.0 0.0 0.0 -0.02
H 5.58147 -0.61652 1.12913 0.0 0.0 0.0 0.13
C 2.97269 1.16761 2.43257 0.2 0.0 0.0 -0.08
H -3.23678 -1.42629 3.59611 0.0 0.0 0.0 0.13
C 4.92321 1.49336 3.72735 0.1 0.0 0.0 -0.02
H 5.42945 1.94844 4.56781 0.0 0.0 0.0 0.12
H -3.36980 2.69553 -0.40312 0.0 0.0 0.0 0.10
H -2.42207 -2.26121 -1.00784 -0.1 0.1 0.0 0.16